ORCA calculation (ωB97M-V/def2-TZVPD) on 8 unconnected molecules or ions with the total composition C17H50O8 at a distorted geometry.

Summary:
**Highest occupied orbital energy (alpha / beta)**: -12.113 / -12.112 eV
**LUMO level (alpha / beta)**: -2.54 / -9.56 eV
**Total charge**: +1
**Spin multiplicity**: 2
**Kohn-Sham gap (alpha / beta)**: 9.6 / 2.6 eV

Last column: Mulliken charge in e.
Element x y z (Å)
C1 -2.791 1.250 3.823  -1.495
C2 -2.208 0.618 2.599  0.642
C3 -3.185 0.816 1.421  -1.368
O1 -1.087 1.409 2.206  -0.506
H1 -3.400 2.153 3.775  0.307
H2 -1.956 1.344 4.517  0.385
H3 -3.269 0.348 4.205  0.455
H4 -1.798 -0.366 2.827  0.312
H5 -2.899 0.312 0.498  0.069
H6 -3.363 1.879 1.260  0.398
H7 -4.173 0.499 1.755  0.530
H8 -0.468 1.270 2.926  0.269
C4 -2.990 3.689 -2.956  -1.301
C5 -2.662 2.470 -2.030  0.118
O2 -1.653 1.627 -2.629  -0.184
H9 -3.429 4.546 -2.446  0.385
H10 -3.708 3.333 -3.695  0.375
H11 -2.153 4.151 -3.480  0.360
H12 -3.566 1.922 -1.765  0.428
H13 -2.352 2.955 -1.104  0.209
H14 -1.064 1.308 -1.941  0.422
C6 2.321 3.882 0.176  -0.666
C7 1.442 4.233 -0.986  -0.263
O3 0.093 4.189 -0.611  -0.522
H15 2.031 2.948 0.658  0.080
H16 2.094 4.571 0.990  0.363
H17 3.359 3.888 -0.154  0.169
H18 1.696 3.646 -1.869  0.232
H19 1.776 5.193 -1.378  0.413
H20 -0.077 3.255 -0.758  0.108
C8 -3.354 -2.696 1.276  -0.554
C9 -3.543 -4.140 1.649  -0.712
O4 -4.830 -4.491 1.429  -0.521
H21 -3.545 -2.515 0.219  0.252
H22 -2.345 -2.388 1.551  0.090
H23 -4.141 -2.239 1.876  0.300
H24 -3.413 -4.154 2.732  0.466
H25 -2.823 -4.808 1.175  0.337
H26 -5.042 -5.090 2.148  0.331
C10 1.563 -0.786 -1.204  -1.117
C11 0.153 -0.474 -0.696  0.260
O5 0.075 0.915 -0.572  -0.085
H27 1.613 -1.833 -1.504  0.429
H28 2.297 -0.693 -0.403  -0.059
H29 1.829 -0.167 -2.061  0.386
H30 -0.129 -1.031 0.198  0.311
H31 -0.624 -0.736 -1.415  -0.048
H32 -0.268 1.051 0.315  0.174
C12 -1.341 -3.463 -2.408  -0.639
C13 -2.265 -4.629 -2.180  -0.429
O6 -1.542 -5.830 -1.974  -0.534
H33 -0.715 -3.257 -1.540  0.108
H34 -1.962 -2.576 -2.536  0.199
H35 -0.714 -3.583 -3.292  0.449
H36 -2.852 -4.690 -3.097  0.325
H37 -3.000 -4.453 -1.396  0.175
H38 -1.251 -6.155 -2.829  0.326
C14 4.772 0.675 -1.370  -0.515
C15 5.517 1.934 -1.806  -0.465
O7 6.025 2.553 -0.645  -0.527
H39 3.975 1.034 -0.719  -0.044
H40 5.362 0.029 -0.719  0.233
H41 4.376 -0.007 -2.122  0.386
H42 4.912 2.606 -2.415  0.310
H43 6.409 1.851 -2.428  0.331
H44 5.840 3.488 -0.760  0.303
C16 4.786 -1.619 2.203  -1.189
C17 3.379 -1.037 2.476  0.180
O8 2.449 -2.086 2.443  -0.515
H45 5.595 -0.903 2.345  0.373
H46 4.893 -1.838 1.140  0.237
H47 5.123 -2.472 2.793  0.339
H48 3.064 -0.254 1.786  -0.065
H49 3.370 -0.482 3.414  0.407
H50 1.764 -1.895 3.089  0.274

Forces on atoms 1 to 6 (eV/Å):
C 0.518 -2.053 1.139
C -0.422 2.416 -1.767
C -0.500 -0.775 0.895
O 1.300 -0.087 -0.661
H 0.110 -0.307 -0.314
H -0.064 0.571 0.258

ORCA calculation (ωB97M-V/def2-TZVPD) on a molecular structure, C17H51AsF6O8 at a distorted geometry.

Summary:
**Highest occupied orbital energy**: -9.316 eV
**LUMO level**: -1.40 eV
**Kohn-Sham gap**: 7.9 eV
**Energy above the lowest of the compared OMol25 structures with the same formula, charge and spin**: 0.0000 eV

Last column: Mulliken charge in e.
Element x y z (Å)
O1 -2.793 1.614 2.470  -0.301
H1 -2.561 0.737 2.056  0.425
H2 -2.166 1.772 3.200  0.460
H3 -3.719 1.605 2.764  0.436
As1 -0.282 -0.743 -0.194  2.194
F1 0.783 -1.537 0.964  -0.460
F2 0.499 -1.695 -1.456  -0.612
F3 -1.322 -0.029 -1.418  -0.455
F4 -1.058 0.258 1.042  -0.298
F5 0.871 0.532 -0.527  -0.332
F6 -1.506 -2.015 -0.008  -0.686
C1 -4.581 0.004 -0.365  -0.448
C2 -4.651 -0.861 0.885  -0.511
O2 -3.431 -0.924 1.589  -0.562
H4 -3.866 -0.320 -1.123  -0.021
H5 -4.287 1.029 -0.124  0.056
H6 -5.555 0.009 -0.856  0.475
H7 -4.962 -1.884 0.653  0.343
H8 -5.462 -0.493 1.518  0.309
H9 -2.796 -1.445 1.079  0.189
C3 2.997 2.333 3.121  -1.331
C4 2.837 1.803 1.697  0.733
O3 1.912 2.568 0.952  -0.571
H10 3.785 1.776 3.625  0.361
H11 2.044 2.269 3.648  0.259
H12 3.244 3.396 3.096  0.380
H13 2.412 0.794 1.684  -0.414
H14 3.827 1.733 1.236  0.257
H15 1.558 1.979 0.274  0.300
C5 4.396 -4.383 0.048  -1.308
C6 3.306 -3.306 0.047  0.216
O4 2.200 -3.731 0.810  -0.594
H16 4.615 -4.696 1.071  0.324
H17 5.369 -4.070 -0.337  0.372
H18 4.104 -5.250 -0.543  0.296
H19 2.925 -3.164 -0.971  0.103
H20 3.667 -2.326 0.374  0.190
H21 1.626 -2.956 0.930  0.386
C7 -2.517 -3.889 -4.366  -1.358
C8 -1.584 -3.118 -3.456  0.196
O5 -2.065 -1.763 -3.440  -0.579
H22 -2.178 -4.923 -4.453  0.380
H23 -2.481 -3.472 -5.374  0.321
H24 -3.558 -3.892 -4.044  0.323
H25 -0.552 -3.104 -3.813  0.238
H26 -1.573 -3.572 -2.462  0.175
H27 -1.587 -1.275 -2.756  0.140
C9 -2.516 3.234 -2.280  -1.281
C10 -1.790 3.458 -0.973  1.723
C11 -0.863 4.669 -1.028  -1.489
O6 -2.803 3.713 -0.003  -0.606
H28 -3.150 4.074 -2.566  0.408
H29 -3.201 2.392 -2.151  0.158
H30 -1.836 2.972 -3.090  0.283
H31 -1.252 2.570 -0.633  -0.654
H32 -1.450 5.588 -1.077  0.409
H33 -0.154 4.675 -1.855  0.343
H34 -0.272 4.712 -0.108  0.357
H35 -2.393 4.186 0.728  0.346
C12 -0.281 -2.409 4.656  -1.029
C13 0.821 -1.457 5.139  0.217
C14 1.673 -0.956 3.957  -0.591
O7 0.225 -0.274 5.714  -0.567
H36 -0.992 -2.668 5.440  0.348
H37 0.179 -3.309 4.248  0.366
H38 -0.853 -1.925 3.862  0.020
H39 1.529 -1.900 5.843  0.368
H40 2.623 -0.526 4.278  0.356
H41 1.140 -0.220 3.359  -0.055
H42 1.921 -1.874 3.418  0.232
H43 0.780 -0.090 6.477  0.327
C15 3.017 2.585 -2.837  -1.234
C16 2.367 1.261 -3.191  1.221
C17 0.950 1.422 -3.707  -1.111
O8 3.116 0.690 -4.280  -0.599
H44 4.052 2.345 -2.588  0.384
H45 2.594 3.024 -1.930  0.202
H46 2.876 3.265 -3.676  0.325
H47 2.376 0.555 -2.360  -0.247
H48 0.509 0.467 -3.994  0.263
H49 0.926 2.023 -4.620  0.515
H50 0.277 1.909 -3.000  -0.041
H51 3.975 0.446 -3.922  0.337

Forces on atoms 1 to 6 (eV/Å):
O 0.331 0.345 0.255
H -0.286 -1.043 -0.831
H -0.081 0.106 0.118
H -0.009 -0.074 0.079
As 0.597 -0.962 -2.149
F -1.142 1.341 -0.123

ORCA calculation (ωB97M-V/def2-TZVPD) on 6 unconnected molecules or ions with the total composition C17H51N4O6 at a distorted geometry.

Summary:
**Highest occupied orbital energy**: -11.071 eV
**LUMO level**: -1.89 eV
**Total charge**: +1
**Kohn-Sham gap**: 9.2 eV
**Energy above the lowest of the compared OMol25 structures with the same formula, charge and spin**: 4.0411 eV

Last column: Mulliken charge in e.
Element x y z (Å)
O1 0.253 -0.180 0.563  0.154
H1 -0.431 0.239 -0.050  0.318
H2 -0.085 -0.993 0.467  0.175
H3 0.110 -0.015 1.461  0.577
C1 0.009 -3.406 1.631  -0.918
C2 -1.089 -3.128 0.708  0.301
C3 -2.408 -2.590 1.226  -0.777
O2 -2.152 -1.219 1.492  0.216
C4 -3.254 -0.528 1.901  -0.908
N1 -0.712 -2.492 -0.520  -0.394
H4 0.383 -2.561 2.229  -0.188
H5 0.768 -3.897 0.866  0.271
H6 -0.227 -3.822 2.554  0.444
H7 -1.268 -4.304 0.211  0.279
H8 -2.815 -2.955 2.222  0.415
H9 -3.149 -2.588 0.496  0.520
H10 -4.095 -1.107 2.410  0.360
H11 -3.808 -0.207 1.008  0.280
H12 -2.948 0.075 2.663  0.141
H13 -1.507 -2.429 -1.238  -0.266
H14 -0.235 -2.862 -1.106  0.304
C5 -0.721 2.229 3.237  -1.127
C6 0.582 1.495 3.606  0.071
C7 0.799 1.416 5.207  -0.658
O3 1.000 2.898 5.551  -0.366
C8 1.142 3.010 6.893  -0.971
N2 0.554 0.119 3.208  -0.714
H15 -1.619 1.860 3.705  0.219
H16 -0.894 2.144 2.135  0.086
H17 -0.407 3.218 3.487  0.488
H18 1.487 2.103 3.383  0.186
H19 1.740 0.801 5.567  0.413
H20 -0.004 0.886 5.821  0.362
H21 0.276 3.211 7.350  0.352
H22 1.898 3.708 7.266  0.279
H23 1.504 2.148 7.145  0.451
H24 -0.110 -0.447 3.782  0.264
H25 1.427 -0.536 3.247  0.365
C9 3.062 -1.244 -1.826  -0.971
C10 4.122 -0.404 -2.602  0.434
C11 3.350 0.389 -3.671  -0.291
O4 2.879 -0.616 -4.621  -0.380
C12 2.138 -0.048 -5.771  -0.739
N3 5.018 0.326 -1.737  -0.628
H26 2.591 -2.214 -2.271  0.270
H27 2.290 -0.636 -1.481  -0.086
H28 3.470 -1.718 -0.945  0.518
H29 4.878 -1.134 -3.115  0.334
H30 3.953 0.958 -4.271  0.696
H31 2.469 0.930 -3.006  -0.212
H32 1.667 -0.577 -6.448  0.416
H33 2.665 0.748 -6.129  0.391
H34 1.268 0.448 -5.161  0.070
H35 5.724 0.648 -2.202  0.187
H36 5.093 -0.280 -1.091  0.146
C13 -0.626 0.365 -2.969  -1.290
C14 -2.017 0.876 -2.273  0.261
C15 -3.170 0.066 -2.647  -1.452
O5 -3.035 -1.201 -1.988  -0.262
C16 -4.099 -2.039 -2.227  -1.292
N4 -1.874 0.963 -0.842  -0.407
H37 0.050 1.219 -3.079  0.214
H38 -1.042 -0.035 -3.710  0.998
H39 0.098 -0.469 -2.392  -0.163
H40 -2.041 1.808 -2.881  0.393
H41 -3.166 -0.096 -3.651  0.633
H42 -4.071 0.426 -2.220  0.470
H43 -4.445 -2.073 -3.132  0.635
H44 -4.942 -1.836 -1.600  0.398
H45 -3.823 -3.161 -2.289  0.243
H46 -2.535 0.010 -0.747  0.246
H47 -2.237 1.750 -0.414  0.252
C17 0.756 3.271 -1.048  -0.381
O6 1.599 2.248 -0.718  -0.362
H48 0.218 2.961 -2.081  0.078
H49 1.269 4.301 -1.316  0.345
H50 0.081 3.300 -0.186  0.055
H51 2.438 2.469 -0.998  0.229

Forces on atoms 1 to 6 (eV/Å):
O 2.432 4.200 -3.466
H -0.534 1.607 -0.281
H -1.735 -6.711 -1.226
H -0.222 1.500 4.499
C 2.935 1.211 -1.544
C -2.578 -5.908 -2.704